[1]
A cluster of 5 separate species, C24H24ClO8 in total at a distorted geometry, computed with ωB97M-V with the def2-TZVPD basis set.

Kohn-Sham gap	0.2915	Ha
energy relative to the best compared isomer or geometry (same formula, charge and spin)	88.6	kJ/mol
net charge	-1
DFT total energy	-1990.88566	hartree

Last column: Löwdin charge in e.
Cartesian coordinates (Å):
Cl  0.133  1.245  0.143  -0.1858
C  -1.678  -1.146  2.861  0.0160
C  -2.154  -2.597  3.179  0.0484
C  -1.376  -3.341  4.228  -0.3256
C  -0.278  -2.788  4.778  -0.0614
C  0.196  -1.466  4.436  -0.0121
C  -0.491  -0.680  3.470  -0.3428
O  0.013  0.566  3.129  -0.0474
O  -1.706  -4.667  4.376  0.0703
H  -2.291  -0.503  2.144  0.1199
H  -3.022  -2.996  2.667  0.0767
H  0.471  -3.173  5.517  0.1194
H  1.181  -1.052  4.887  0.1391
H  -0.290  0.743  2.248  -0.0994
H  -2.464  -4.781  3.990  -0.0111
C  2.207  3.527  3.025  0.0264
C  2.395  4.825  3.883  0.0701
C  3.762  5.086  4.241  -0.3004
C  4.827  4.353  3.707  -0.0747
C  4.605  3.266  2.863  -0.0102
C  3.251  2.896  2.440  -0.3869
O  3.067  1.881  1.616  0.0387
O  3.970  6.239  5.035  0.0090
H  1.077  3.276  2.967  0.1303
H  1.824  5.387  4.383  0.0125
H  5.851  4.498  4.063  0.1029
H  5.490  2.766  2.252  0.1465
H  2.173  1.638  1.413  -0.0238
H  4.752  6.292  5.514  0.0463
C  0.068  -3.632  -1.062  0.0478
C  -0.759  -4.983  -0.918  0.0626
C  -2.038  -4.898  -1.471  -0.2981
C  -2.451  -3.774  -2.254  -0.0085
C  -1.685  -2.594  -2.500  0.0503
C  -0.388  -2.645  -1.861  -0.3961
O  0.353  -1.533  -1.927  -0.0111
O  -2.906  -6.003  -1.303  0.0373
H  0.680  -3.393  -0.283  0.0769
H  -0.551  -5.690  -0.166  0.0777
H  -3.341  -3.848  -2.715  0.0587
H  -1.991  -1.817  -3.104  0.0642
H  -0.251  -0.876  -1.465  0.0561
H  -3.689  -5.715  -1.629  0.0197
C  -1.723  2.816  -4.733  0.1117
C  -1.130  2.957  -6.147  0.0679
C  -0.887  1.760  -6.841  -0.3890
C  -0.823  0.607  -6.241  -0.0562
C  -1.089  0.406  -4.840  -0.0090
C  -1.622  1.436  -4.129  -0.3380
O  -1.937  1.308  -2.824  0.0135
O  -0.574  1.878  -8.184  0.0286
H  -2.012  3.594  -4.048  0.0859
H  -1.114  3.679  -6.703  -0.0014
H  -0.617  -0.341  -6.843  0.1407
H  -0.747  -0.578  -4.328  0.1325
H  -1.198  1.322  -2.257  0.0009
H  -1.099  1.259  -8.669  0.0837

[2]
An isolated molecule of C2H2N2O2S at a distorted geometry, computed with ωB97M-V with the def2-TZVPD basis set.

Kohn-Sham gap	0.2849	Ha
SMILES string	On1cnc(=S)o1
energy relative to the best compared isomer or geometry (same formula, charge and spin)	424.3	kJ/mol
net charge	0
DFT total energy	-735.42567	hartree

Last column: Löwdin charge in e.
Cartesian coordinates (Å):
O  1.513  -1.026  0.439  0.0939
N  0.650  -0.281  -0.299  -0.1985
C  0.428  0.986  0.009  -0.0761
N  -0.881  1.336  0.211  0.1531
C  -1.478  0.039  0.140  -0.8053
S  -3.138  -0.470  0.078  0.5703
O  -0.518  -0.870  -0.117  -0.0199
H  2.096  -1.239  -0.322  0.1463
H  1.328  1.524  -0.139  0.1362